Here is the ion C4H7NO2S with charge +1 from the Open Molecules 2025 dataset. Energies are from wB97M-V/def2-TZVPD.

## Properties
Total charge ... +1
Energy ... -20672.040 eV
HOMO (spin up / spin down) ... -0.5433 / -0.5200 hartree
Spin multiplicity ... 2
Energy relative to the best compared isomer or geometry (same formula, charge and spin) ... 69.8 kJ/mol
Expectation value of S² ... 0.756
HOMO-LUMO gap (spin up / spin down) ... 10.75 / 5.12 eV

Cartesian coordinates (Å):
O1 -0.30131 -2.77548 0.35217
C1 -0.22422 -2.28998 -0.73939
N1 -0.16079 -0.89254 -0.91562
C2 -0.30241 -0.04780 0.22318
C3 1.06443 0.62599 0.57473
S1 0.85025 1.80888 1.86665
C4 -1.34407 1.03865 -0.22240
O2 -1.01593 2.02186 -0.79404
H1 -0.23229 -2.87001 -1.67039
H2 0.40157 -0.54238 -1.68204
H3 -0.77276 -0.66439 0.98693
H4 1.52244 1.03000 -0.31668
H5 1.63738 -0.22340 0.97101
H6 1.25913 2.93212 1.24932
H7 -2.38142 0.84846 0.11656

Forces on the atoms, in the same order (eV/Å):
-0.172 0.026 -0.032
0.039 -0.120 0.111
0.342 -0.121 0.449
-0.616 -0.438 -1.381
-0.287 -0.313 0.582
0.200 0.068 0.126
0.209 0.282 0.642
0.036 0.223 -0.072
0.157 0.138 -0.045
-0.382 -0.018 -0.281
0.342 0.153 0.427
0.102 0.199 -0.054
0.064 0.186 0.015
-0.043 -0.079 -0.178
0.009 -0.186 -0.308

In the natural (NBO) picture, each atom carries the following charge in e:
1. O -0.50
2. C 0.53
3. N -0.56
4. C -0.14
5. C -0.59
6. S 0.41
7. C 0.45
8. O -0.40
9. H 0.17
10. H 0.42
11. H 0.28
12. H 0.27
13. H 0.30
14. H 0.17
15. H 0.20

***

Here is an isolated molecule of C4H7NO3 from the Open Molecules 2025 dataset. Energies are from wB97M-V/def2-TZVPD.

## Properties
SMILES ... O=CNC(=O)CCO
Energy ... -11894.108 eV
HOMO ... -0.3794 hartree
Energy relative to the best compared isomer or geometry (same formula, charge and spin) ... 112.9 kJ/mol
HOMO-LUMO gap ... 10.90 eV

Cartesian coordinates (Å):
O1 -0.88877 -3.23693 1.72706
C1 -0.72533 -2.24519 1.06691
N1 0.53300 -1.71995 0.82956
C2 0.89876 -0.51568 0.21431
O2 2.05397 -0.34366 -0.09329
C3 -0.16805 0.52710 0.02279
C4 0.16958 1.55304 -1.06889
O3 -0.24094 2.85032 -0.63501
H1 -1.54160 -1.69716 0.57682
H2 1.30276 -2.30854 1.13202
H3 -0.41747 1.05585 0.93572
H4 -1.10334 0.03449 -0.25882
H5 1.25471 1.57928 -1.16720
H6 -0.25022 1.23256 -2.02445
H7 -0.87706 3.23447 -1.25753

Forces on the atoms, in the same order (eV/Å):
-0.096 -0.003 -0.110
0.241 0.099 0.040
-0.080 0.053 -0.005
0.303 -0.132 0.235
-0.106 -0.045 0.086
-0.905 -0.161 -1.000
0.696 0.012 0.655
-0.576 0.047 -0.569
-0.025 -0.031 0.148
-0.028 0.132 -0.082
0.371 0.033 0.368
0.022 -0.019 0.084
-0.018 -0.014 -0.148
-0.127 0.289 0.023
0.329 -0.260 0.274

In the natural (NBO) picture, each atom carries the following charge in e:
1. O -0.55
2. C 0.54
3. N -0.66
4. C 0.70
5. O -0.56
6. C -0.54
7. C -0.07
8. O -0.72
9. H 0.12
10. H 0.42
11. H 0.26
12. H 0.21
13. H 0.20
14. H 0.17
15. H 0.48

***

Here is a cluster of 2 separate species, C4H7NO3 in total from the Open Molecules 2025 dataset. Energies are from wB97M-V/def2-TZVPD.

## Properties
SMILES ... NC(=O)O.C=CC=O
Energy ... -11892.560 eV
HOMO ... -0.3685 hartree
Energy relative to the best compared isomer or geometry (same formula, charge and spin) ... 262.2 kJ/mol
HOMO-LUMO gap ... 9.79 eV

Cartesian coordinates (Å):
N1 1.27052 1.45178 0.16127
C1 1.82001 0.31238 0.52203
O1 2.82102 -0.27791 0.22768
O2 0.79958 -0.45557 1.32210
H1 0.07976 1.54777 0.43641
H2 1.79833 1.96524 -0.52923
H3 1.10036 -1.37563 1.34602
C2 -1.11270 -0.39016 -1.64998
C3 -1.21663 -0.92621 -0.43890
C4 -1.21055 -0.10809 0.79378
O3 -1.17511 1.15316 0.75691
H4 -0.98525 -0.99679 -2.53439
H5 -1.07044 0.68351 -1.77594
H6 -1.23506 -1.99982 -0.29960
H7 -1.68384 -0.58366 1.66183

Forces on the atoms, in the same order (eV/Å):
-1.896 0.506 0.814
-1.547 -2.103 -0.004
0.338 0.405 0.238
1.188 0.644 -0.183
2.574 -0.051 -1.011
-0.156 0.098 0.168
0.301 0.246 -0.061
0.278 0.097 0.183
0.677 -0.054 -0.014
-1.776 1.890 -0.801
-0.218 -1.556 0.431
-0.262 -0.091 -0.035
-0.054 0.040 0.047
-0.041 -0.055 -0.009
0.594 -0.018 0.239

In the natural (NBO) picture, each atom carries the following charge in e:
1. N -0.88
2. C 0.89
3. O -0.63
4. O -0.76
5. H 0.46
6. H 0.40
7. H 0.50
8. C -0.28
9. C -0.33
10. C 0.48
11. O -0.65
12. H 0.21
13. H 0.21
14. H 0.21
15. H 0.16

***

Here is an isolated molecule of C4H7NO5 from the Open Molecules 2025 dataset. Energies are from wB97M-V/def2-TZVPD.

## Properties
SMILES ... CC(=O)[C@@H](CO)O[N+](=O)[O-]
Energy ... -15983.673 eV
HOMO ... -0.3621 hartree
Energy relative to the best compared isomer or geometry (same formula, charge and spin) ... 603.9 kJ/mol
HOMO-LUMO gap ... 8.84 eV

Cartesian coordinates (Å):
C1 -0.78153 2.02732 -0.71888
C2 0.46798 1.24929 -0.38992
O1 1.52011 1.80165 -0.11147
C3 0.27161 -0.24536 -0.19205
C4 1.54559 -1.09218 -0.36188
O2 1.28514 -2.47530 -0.27599
O3 -0.00216 -0.32240 1.16980
N1 -1.56557 -0.78745 1.42980
O4 -2.42816 0.01446 1.15361
O5 -1.59846 -1.84063 2.02553
H1 -1.62935 1.33572 -0.83156
H2 -0.91729 2.76708 0.09440
H3 -0.63148 2.54833 -1.68003
H4 -0.55598 -0.60827 -0.84664
H5 1.97585 -0.95620 -1.36843
H6 2.30443 -0.77296 0.38840
H7 0.73927 -2.64309 0.51530

Forces on the atoms, in the same order (eV/Å):
0.031 0.061 -0.215
0.888 1.127 0.299
-0.917 -0.793 -0.537
1.040 -0.278 -1.539
0.469 0.257 -0.517
-0.675 -0.133 0.572
-3.578 -1.233 1.709
0.474 0.086 1.405
1.989 -1.653 0.110
0.065 2.106 -1.529
0.127 0.592 0.210
-0.205 -0.361 -0.586
-0.024 -0.042 0.441
0.579 0.007 0.546
-0.159 0.214 0.392
-0.539 -0.045 -0.437
0.437 0.088 -0.322

In the natural (NBO) picture, each atom carries the following charge in e:
1. C -0.73
2. C 0.58
3. O -0.52
4. C -0.06
5. C -0.07
6. O -0.71
7. O -0.41
8. N 0.70
9. O -0.28
10. O -0.28
11. H 0.22
12. H 0.25
13. H 0.25
14. H 0.20
15. H 0.19
16. H 0.19
17. H 0.47

***

Here is an isolated molecule of C4H7NO5 from the Open Molecules 2025 dataset. Energies are from wB97M-V/def2-TZVPD.

## Properties
Energy ... -15980.388 eV
HOMO (spin up / spin down) ... -0.2278 / -0.4027 hartree
Spin multiplicity ... 3
Energy relative to the best compared isomer or geometry (same formula, charge and spin) ... 358.2 kJ/mol
Expectation value of S² ... 2.007
HOMO-LUMO gap (spin up / spin down) ... 6.40 / 8.60 eV

Cartesian coordinates (Å):
C1 0.31721 -1.06944 0.92121
C2 -1.28646 0.31263 1.28333
C3 0.12397 -0.19951 -0.31254
C4 1.22424 0.84925 -0.66327
N1 -0.72723 -0.70676 -1.34126
O1 -1.38391 -1.72423 -1.17269
O2 -0.64704 -0.02846 -2.34113
O3 -0.30655 -0.23299 1.95787
O4 -1.56163 1.55300 1.59492
O5 1.96380 0.48443 -1.77888
H1 -0.32629 -1.97355 0.81316
H2 1.39343 -1.31258 1.11580
H3 -1.88796 -0.40484 0.68156
H4 1.90617 0.61522 0.13762
H5 0.82514 1.87640 -0.86161
H6 -0.88876 1.73397 2.36683
H7 1.26187 0.22745 -2.40093

Forces on the atoms, in the same order (eV/Å):
-0.180 -0.241 -0.674
-2.442 -1.226 -0.641
1.931 -1.619 -0.588
-1.376 -0.527 0.254
1.783 0.379 2.134
-0.491 -0.126 -0.182
-0.705 0.644 -2.604
2.488 -1.443 0.502
1.043 2.136 2.542
-0.341 -0.908 -1.112
0.810 0.434 0.156
-1.063 0.311 0.122
-0.467 1.318 0.746
0.225 1.396 0.797
0.220 -0.679 1.109
-1.952 -0.033 -1.989
0.518 0.184 -0.573

In the natural (NBO) picture, each atom carries the following charge in e:
1. C -0.19
2. C 0.30
3. C 0.28
4. C -0.14
5. N 0.42
6. O -0.42
7. O -0.43
8. O -0.50
9. O -0.65
10. O -0.70
11. H 0.23
12. H 0.23
13. H 0.18
14. H 0.20
15. H 0.21
16. H 0.50
17. H 0.48

***

Here is an isolated molecule of C4H7NOP2S from the Open Molecules 2025 dataset. Energies are from wB97M-V/def2-TZVPD.

## Properties
Energy ... -37209.067 eV
HOMO ... -0.2876 hartree
Energy relative to the best compared isomer or geometry (same formula, charge and spin) ... 82.2 kJ/mol
HOMO-LUMO gap ... 8.11 eV

Cartesian coordinates (Å):
C1 0.05457 -1.44307 0.43360
C2 -1.45712 -0.90004 1.36480
C3 0.35535 0.82221 -0.01016
C4 -0.10999 1.36885 -1.40650
N1 0.65552 -0.50863 -0.09556
O1 -2.71529 1.17620 -1.33189
P1 -3.21873 1.01343 0.02224
P2 -2.97800 -1.38346 0.37242
S1 -1.20076 0.85725 1.20991
H1 0.32432 -2.51357 0.45210
H2 -1.17979 -1.44204 2.19568
H3 1.19034 1.39123 0.50349
H4 0.87618 1.63435 -1.99749
H5 -0.55576 2.33872 -1.34848
H6 -0.74575 0.68660 -1.87375
H7 -2.16365 -1.40093 -0.74837

Forces on the atoms, in the same order (eV/Å):
-2.592 0.726 1.498
2.449 -0.023 -3.937
-0.934 1.188 -0.606
4.548 1.502 0.633
1.566 -1.357 -0.277
-0.306 0.623 -2.279
-0.986 -1.194 1.507
-0.046 0.513 0.680
0.864 -0.122 1.571
-0.204 0.666 -0.288
-0.057 -0.330 2.589
-1.182 -0.513 -0.636
-1.767 -1.082 0.862
-0.649 0.382 0.382
-0.610 -0.890 -0.841
-0.094 -0.090 -0.859

In the natural (NBO) picture, each atom carries the following charge in e:
1. C 0.20
2. C -0.70
3. C -0.08
4. C -0.61
5. N -0.41
6. O -1.12
7. P 1.06
8. P 0.10
9. S 0.22
10. H 0.21
11. H 0.22
12. H 0.24
13. H 0.21
14. H 0.23
15. H 0.25
16. H -0.03

***

Here is an isolated molecule of C4H7NOS from the Open Molecules 2025 dataset. Energies are from wB97M-V/def2-TZVPD.

## Properties
SMILES ... NC/C=C\C(O)=S
Energy ... -18633.421 eV
HOMO ... -0.3289 hartree
Energy relative to the best compared isomer or geometry (same formula, charge and spin) ... 108.9 kJ/mol
HOMO-LUMO gap ... 8.60 eV

Cartesian coordinates (Å):
N1 -1.87930 -0.60844 -0.56908
C1 -1.26062 0.09359 0.54029
C2 -0.33165 1.15344 -0.00933
C3 0.99154 1.06068 -0.26714
C4 1.84243 -0.09941 -0.07398
O1 1.18579 -1.25567 0.02832
S1 3.48889 -0.02544 -0.04001
H1 -2.58837 -1.24411 -0.23532
H2 -1.22494 -1.17731 -1.06018
H3 -0.73505 -0.57848 1.28026
H4 -1.99358 0.60664 1.07655
H5 -0.82725 2.10173 -0.22396
H6 1.52080 1.94920 -0.64224
H7 1.81131 -1.97642 0.19581

Forces on the atoms, in the same order (eV/Å):
-0.745 0.155 0.098
2.044 -1.098 -0.048
0.691 -0.245 -0.066
-0.862 0.987 -0.085
1.003 -0.242 -0.076
-0.384 -0.216 0.096
-0.599 -0.023 0.046
-0.234 0.025 0.100
0.707 -0.241 -0.302
-0.340 0.643 -0.753
-1.434 0.747 0.851
0.242 -0.147 -0.033
-0.281 -0.538 0.238
0.191 0.193 -0.067

In the natural (NBO) picture, each atom carries the following charge in e:
1. N -0.82
2. C -0.27
3. C -0.06
4. C -0.32
5. C 0.21
6. O -0.67
7. S -0.12
8. H 0.36
9. H 0.36
10. H 0.18
11. H 0.20
12. H 0.21
13. H 0.24
14. H 0.51

***

Here is an isolated molecule of C4H7NOS from the Open Molecules 2025 dataset. Energies are from wB97M-V/def2-TZVPD.

## Properties
SMILES ... O=CCC/C=N\S
Energy ... -18630.701 eV
HOMO ... -0.3033 hartree
Energy relative to the best compared isomer or geometry (same formula, charge and spin) ... 371.3 kJ/mol
HOMO-LUMO gap ... 8.19 eV

Cartesian coordinates (Å):
O1 -0.39728 0.72884 1.75600
C1 0.18833 1.56315 0.88928
C2 0.61830 1.12300 -0.46850
C3 0.66014 -0.38216 -0.46199
C4 -0.63822 -1.20133 -0.83636
N1 -1.38558 -2.08417 -0.21266
S1 -1.27466 -2.24937 1.47264
H1 0.18774 2.75235 1.09839
H2 1.53961 1.72987 -0.81626
H3 -0.29329 1.59382 -1.01996
H4 1.11860 -0.74958 -1.58946
H5 1.29235 -0.79351 0.35597
H6 -0.78004 -1.08410 -2.00393
H7 -0.83599 -0.94682 1.83685

Forces on the atoms, in the same order (eV/Å):
3.554 5.375 -4.437
-3.409 -1.541 4.607
-0.821 1.808 0.277
0.680 -2.730 -4.336
-0.953 -0.867 -0.408
1.889 2.634 -1.482
0.352 0.844 0.521
0.086 -2.668 -0.106
-1.356 -1.285 0.523
1.421 -0.951 0.192
-0.087 1.254 3.312
-0.712 0.224 -0.539
-0.324 -0.491 2.394
-0.319 -1.606 -0.518

In the natural (NBO) picture, each atom carries the following charge in e:
1. O -0.58
2. C 0.44
3. C -0.53
4. C -0.48
5. C 0.09
6. N -0.55
7. S 0.12
8. H 0.16
9. H 0.25
10. H 0.27
11. H 0.23
12. H 0.25
13. H 0.17
14. H 0.17

***

Here is an isolated molecule of C4H7NOS from the Open Molecules 2025 dataset. Energies are from wB97M-V/def2-TZVPD.

## Properties
SMILES ... CSCCN=C=O
Energy ... -18632.828 eV
HOMO ... -0.3207 hartree
Energy relative to the best compared isomer or geometry (same formula, charge and spin) ... 166.1 kJ/mol
HOMO-LUMO gap ... 9.54 eV

Cartesian coordinates (Å):
C1 2.05784 1.45472 0.24816
S1 0.22767 1.17960 -0.15709
C2 0.27114 -0.64165 -0.63275
C3 -0.74399 -1.30696 0.27452
N1 -2.10374 -0.98658 -0.06651
C4 -2.86852 -0.06487 -0.01738
O1 -3.67721 0.77012 0.08291
H1 2.21660 0.89200 1.04887
H2 2.07632 2.43488 0.52133
H3 2.47655 1.03874 -0.68568
H4 1.33998 -0.75521 -0.37191
H5 -0.07970 -0.53289 -1.71815
H6 -0.42719 -1.13560 1.40797
H7 -0.76574 -2.34632 0.06569

Forces on the atoms, in the same order (eV/Å):
-3.120 -1.610 -4.425
0.322 0.405 0.237
-0.542 3.114 -0.317
0.790 -0.294 1.353
-0.147 0.578 -0.018
0.274 0.385 0.828
-0.152 -0.097 -0.389
1.133 -2.537 3.333
0.749 2.870 0.011
0.738 1.044 0.756
-0.727 -1.231 -0.755
1.021 -1.132 1.456
-1.037 -0.209 -2.315
0.697 -1.287 0.244

In the natural (NBO) picture, each atom carries the following charge in e:
1. C -0.66
2. S 0.07
3. C -0.52
4. C -0.23
5. N -0.57
6. C 0.88
7. O -0.51
8. H 0.19
9. H 0.22
10. H 0.22
11. H 0.24
12. H 0.25
13. H 0.21
14. H 0.21